Model a:
Here is an isolated molecule of C5H12N2 from OMol25. Energies are from ωB97M-V/def2-TZVPD.

- spin multiplicity = 1
- orbital gap (eV) = 9.763
- charge = 0
- LUMO level (hartree) = 0.0362
- SMILES = [H]/N=C\NCCCC

Atoms and positions in Å:
1 H 3.92 0.35 0.36
2 N 3.72 -0.65 0.46
3 C 2.42 -0.79 0.53
4 N 1.47 0.17 0.71
5 C 0.12 -0.38 0.87
6 C -1.05 0.62 0.71
7 C -1.44 0.92 -0.77
8 C -1.84 -0.32 -1.55
9 H 2.20 -1.62 -0.16
10 H 1.78 0.86 1.38
11 H 0.09 -0.79 1.89
12 H 0.04 -1.25 0.24
13 H -1.96 0.32 1.24
14 H -0.65 1.53 1.18
15 H -2.30 1.60 -0.72
16 H -0.59 1.50 -1.19
17 H -2.90 -0.57 -1.38
18 H -1.67 -0.27 -2.62
19 H -1.36 -1.23 -1.19


Model b:
Here is a cluster of 2 separate species, C5H12N2 in total from OMol25. Energies are from ωB97M-V/def2-TZVPD.

- spin multiplicity = 1
- orbital gap (alpha / beta) (eV) = 9.036 / 7.432
- charge = 0
- LUMO level (alpha / beta) (hartree) = 0.0176 / -0.0290

Atoms and positions in Å:
1 C 0.41 -1.36 -1.27
2 C 0.12 -0.87 2.02
3 C 0.88 1.34 1.54
4 N -0.29 -0.40 -0.44
5 N 1.01 -0.07 1.32
6 C -1.02 0.56 -1.08
7 C -1.12 0.80 -2.41
8 H -1.57 1.20 -0.40
9 H 1.16 -0.88 -1.91
10 H -0.27 -1.92 -1.92
11 H 0.94 -2.06 -0.62
12 H 1.25 1.89 0.68
13 H 0.57 -1.81 2.36
14 H -0.58 -1.08 1.07
15 H -0.52 -0.40 2.77
16 H 1.52 1.59 2.40
17 H -0.14 1.67 1.78
18 H -1.72 1.62 -2.77
19 H -0.62 0.19 -3.15


Short version: model a is the most stable of them.


Model a:
Here is an isolated molecule of C5H12N2 from OMol25. Energies are from ωB97M-V/def2-TZVPD.

- spin multiplicity = 1
- orbital gap (eV) = 9.106
- charge = 0
- LUMO level (hartree) = 0.0386
- SMILES = C=C(CCN)NC

Atoms and positions in Å:
1 C 0.87 1.71 -1.09
2 C 0.81 0.44 -0.67
3 C -0.25 -0.50 -1.18
4 C -1.35 -0.76 -0.15
5 N -1.94 0.41 0.50
6 N 1.60 0.09 0.45
7 C 1.26 -0.89 1.47
8 H 0.46 1.95 -2.06
9 H 1.11 2.51 -0.40
10 H -0.68 0.00 -2.04
11 H 0.19 -1.47 -1.45
12 H -1.00 -1.41 0.64
13 H -2.17 -1.34 -0.58
14 H -1.33 1.22 0.44
15 H -2.82 0.66 0.09
16 H 1.75 0.99 0.92
17 H 2.14 -1.30 1.96
18 H 0.51 -0.57 2.20
19 H 0.82 -1.74 0.94


Model b:
Here is an isolated molecule of C5H12N2 from OMol25. Energies are from ωB97M-V/def2-TZVPD.

- spin multiplicity = 1
- orbital gap (eV) = 9.311
- charge = 0
- LUMO level (hartree) = 0.0436
- SMILES = N/C=C/CCCN

Atoms and positions in Å:
1 N 3.06 -1.67 -0.02
2 C 1.72 -1.28 0.11
3 C 1.30 -0.37 1.00
4 C -0.18 -0.01 0.89
5 C -0.45 1.07 -0.19
6 C -1.61 0.77 -1.13
7 N -2.97 1.07 -0.74
8 H 3.65 -1.35 0.76
9 H 3.29 -2.65 -0.05
10 H 1.04 -1.76 -0.58
11 H 1.95 0.26 1.58
12 H -0.47 0.34 1.89
13 H -0.85 -0.85 0.77
14 H -0.58 2.11 0.18
15 H 0.48 1.20 -0.73
16 H -1.60 -0.30 -1.39
17 H -1.31 1.39 -2.00
18 H -3.53 0.31 -0.38
19 H -2.96 1.72 0.05


Model c:
Here is an isolated molecule of C5H12N2 from OMol25. Energies are from ωB97M-V/def2-TZVPD.

- spin multiplicity = 1
- orbital gap (eV) = 10.266
- charge = 0
- LUMO level (hartree) = 0.0357
- SMILES = CCCC/N=C\N

Atoms and positions in Å:
1 C -0.54 2.84 0.12
2 C -1.19 1.55 0.62
3 C -0.16 0.47 0.96
4 C 0.82 0.17 -0.15
5 N 1.38 -1.18 0.01
6 C 0.74 -2.17 -0.41
7 N -0.51 -2.21 -1.07
8 H -1.27 3.56 -0.25
9 H -0.03 3.34 0.94
10 H 0.15 2.65 -0.70
11 H -1.77 1.77 1.51
12 H -1.86 1.13 -0.13
13 H -0.65 -0.42 1.35
14 H 0.38 0.79 1.86
15 H 1.69 0.82 -0.12
16 H 0.40 0.31 -1.15
17 H 1.19 -3.15 -0.22
18 H -0.81 -1.32 -1.44
19 H -1.23 -2.52 -0.42


Short version: model c is the most stable of them.


Model a:
Here is an isolated molecule of C5H12N2 from OMol25. Energies are from ωB97M-V/def2-TZVPD.

- spin multiplicity = 1
- orbital gap (eV) = 9.469
- charge = 0
- LUMO level (hartree) = 0.0350
- SMILES = [H]/N=C(/C)[C@@H](C)CN

Atoms and positions in Å:
1 H 1.60 0.18 1.72
2 N 1.79 0.55 0.79
3 C 1.06 0.07 -0.12
4 C 1.21 0.53 -1.54
5 C -0.12 -0.78 0.12
6 C -0.06 -1.79 1.27
7 C -0.84 0.83 0.32
8 N -1.75 0.98 -0.75
9 H 1.92 -0.14 -2.03
10 H 1.62 1.53 -1.57
11 H 0.26 0.49 -2.07
12 H -0.59 -1.19 -0.77
13 H -0.71 -1.49 2.10
14 H 0.95 -1.87 1.66
15 H -0.38 -2.77 0.93
16 H -0.15 1.66 0.27
17 H -1.26 0.80 1.34
18 H -2.62 0.48 -0.60
19 H -1.91 1.92 -1.07


Model b:
Here is a cluster of 2 separate species, C5H12N2 in total from OMol25. Energies are from ωB97M-V/def2-TZVPD.

- spin multiplicity = 1
- orbital gap (eV) = 8.212
- charge = 0
- LUMO level (hartree) = 0.0392
- SMILES = C/C=C\N.C=CN

Atoms and positions in Å:
1 C -0.36 2.08 0.86
2 C -0.51 0.65 1.30
3 C -1.15 -0.33 0.59
4 N -1.83 -0.08 -0.61
5 H -1.22 2.67 1.16
6 H 0.52 2.53 1.32
7 H -0.28 2.14 -0.23
8 H -0.31 0.46 2.35
9 H -1.52 -1.19 1.14
10 H -1.25 0.29 -1.35
11 H -2.35 -0.87 -0.97
12 C 1.07 -1.49 -1.77
13 C 0.94 -1.32 -0.44
14 N 1.67 -0.32 0.25
15 H 1.42 -0.70 -2.41
16 H 0.75 -2.39 -2.26
17 H 0.74 -2.19 0.18
18 H 1.75 -0.40 1.25
19 H 1.93 0.46 -0.34


Short version: model a is the most stable of them.